The following is a DFT calculation (the ωB97M-V functional and the def2-TZVPD basis) of an isolated molecule of C3H5N3O at a distorted geometry.

Geometry (Å):
1 H -1.166 1.667 1.731
2 C 1.011 -0.036 -1.287
3 C 2.068 -0.777 -1.640
4 H 3.121 -1.072 -1.982
5 C -0.006 0.213 -0.451
6 N -1.411 1.403 0.814
7 O -0.162 -1.825 0.217
8 H 0.488 -2.333 0.644
9 H -1.031 -0.327 1.249
10 H -2.162 2.211 0.425
11 N -0.678 1.347 -0.477
12 N -0.072 -0.471 0.757

**Multiplicity**: 1
**SMILES**: C#C/C(=N/N)NO
**Highest occupied orbital energy**: -8.748 eV
**Orbital gap**: 8.998 eV
**ΔE to the lowest compared entry with this formula, charge and spin**: 195.4 kcal per mole
**Maximum force**: 13.2 eV/A
**LUMO level**: 0.25 eV